No. 1
Formula: C78H195N13
Source: OMol25
Level of theory: wB97M-V/def2-TZVPD

```
286
Properties=species:S:1:pos:R:3:mulliken_charge:R:1
C 5.3800 0.6059 0.0546 -1.05
C 4.9356 1.8503 0.8312 -0.72
N 3.6693 2.4219 0.3213 1.54
C 3.7841 2.9867 -1.0417 -1.38
C 2.4483 3.2160 -1.7804 0.47
C 3.1358 3.4506 1.2367 -0.79
C 2.7108 3.0279 2.6723 -0.64
H 4.5164 -0.0515 -0.0469 -0.16
H 6.1722 0.1110 0.6164 0.48
H 5.7548 0.8710 -0.9340 0.46
H 4.9236 1.5458 1.8777 0.43
H 5.7198 2.6051 0.7732 0.35
H 4.3250 3.9253 -0.9209 0.19
H 4.3422 2.3287 -1.7077 0.29
H 1.8381 3.9939 -1.3214 0.17
H 2.6076 3.4678 -2.8290 -0.01
H 1.9217 2.2619 -1.7605 -0.36
H 2.2801 3.9734 0.8093 -0.55
H 3.7781 4.3160 1.3999 0.79
H 2.0710 2.1454 2.6738 -0.18
H 2.2293 3.8189 3.2473 0.00
H 3.6092 2.6292 3.1435 0.59
C -2.7884 -3.7478 -1.9307 -0.49
C -4.1702 -3.3788 -2.3996 -1.07
N -4.7841 -2.3249 -1.5656 1.29
C -5.0843 -2.8348 -0.2055 -0.09
C -5.4803 -1.7463 0.8245 -1.29
C -6.0172 -1.9441 -2.1925 -0.82
C -5.8964 -1.3285 -3.6042 -1.50
H -2.8995 -4.3684 -1.0416 0.29
H -2.1357 -2.8997 -1.7239 -0.30
H -2.3247 -4.3901 -2.6793 0.40
H -3.9438 -3.0309 -3.4075 0.46
H -4.7636 -4.2927 -2.4271 0.37
H -5.8679 -3.5715 -0.3826 0.68
H -4.2286 -3.3831 0.1883 -0.51
H -4.8146 -0.8843 0.7803 0.01
H -6.4839 -1.3759 0.6158 0.45
H -5.5356 -2.1347 1.8415 0.46
H -6.4524 -1.1955 -1.5304 0.36
H -6.7556 -2.7407 -2.2837 0.39
H -5.0711 -0.6219 -3.6916 0.19
H -6.8036 -0.8465 -3.9687 0.52
H -5.7192 -2.1238 -4.3283 0.40
C 4.1381 -3.1108 2.6227 -0.66
C 4.4690 -1.7086 3.2859 -0.36
N 3.5530 -1.3289 4.4008 0.17
C 2.2108 -1.0934 3.8967 1.24
C 1.2314 -0.4756 4.9530 -1.45
C 3.5531 -2.2808 5.5138 0.39
C 4.9009 -2.7228 5.9842 -1.90
H 4.7457 -3.3983 1.7647 0.67
H 3.0955 -3.1515 2.3075 -0.20
H 4.3928 -3.9137 3.3145 0.33
H 5.5148 -1.6470 3.5869 0.57
H 4.3657 -0.9074 2.5542 -0.37
H 2.1076 -0.6621 2.9010 0.28
H 1.7670 -2.0637 3.6738 -0.99
H 1.1014 -1.1206 5.8220 0.09
H 1.5666 0.4584 5.4040 0.42
H 0.2060 -0.2903 4.6333 0.23
H 3.0731 -3.2028 5.1859 -0.18
H 3.0243 -1.8896 6.3829 0.59
H 5.4987 -3.3586 5.3312 0.27
H 4.7497 -3.2918 6.9015 0.48
H 5.5538 -1.8872 6.2364 0.38
C -1.4339 2.0101 -6.0975 -1.24
C -0.5442 1.0671 -5.3532 0.26
N -1.1381 -0.2225 -5.0823 0.38
C -0.2539 -1.2402 -4.5337 0.33
C 0.8834 -1.6564 -5.5101 -1.36
C -2.4588 -0.1486 -4.4055 -1.69
C -2.3697 0.3242 -2.9594 2.34
H -2.2610 2.3447 -5.4713 -0.25
H -1.9423 1.5767 -6.9588 0.44
H -0.9610 2.9641 -6.3308 0.40
H 0.2646 0.8424 -6.0486 0.36
H -0.1692 1.5008 -4.4262 0.16
H -0.8840 -2.0992 -4.3033 0.27
H 0.1736 -0.8813 -3.5975 -0.13
H 0.3978 -2.0129 -6.4185 0.48
H 1.4244 -2.5195 -5.1221 0.18
H 1.6121 -0.8736 -5.7207 -0.07
H -3.0989 0.4957 -5.0083 0.38
H -2.8167 -1.1781 -4.4156 0.07
H -1.4993 -0.0764 -2.4398 -0.26
H -2.2249 1.4029 -2.8988 -0.90
H -3.1769 -0.0695 -2.3417 -0.26
C -3.8049 4.7061 2.2860 -1.31
C -2.7370 3.6049 2.3487 1.30
N -2.2632 3.4165 3.7730 0.30
C -0.9694 2.7043 3.7542 1.42
C -0.2519 2.8220 5.1075 -1.81
C -3.2680 2.7819 4.7041 -0.96
C -3.9052 1.4891 4.1716 -0.43
H -3.2475 5.6266 2.4592 0.24
H -4.5667 4.5513 3.0501 0.44
H -4.3626 4.6859 1.3498 0.13
H -2.9951 2.6183 1.9638 -0.55
H -1.9355 3.9147 1.6782 -0.24
H -1.0543 1.6747 3.4066 -0.08
H -0.3198 3.1624 3.0084 -0.57
H 0.7374 2.3856 4.9700 0.28
H -0.0999 3.8442 5.4540 0.07
H -0.7482 2.2222 5.8704 0.62
H -4.0361 3.5223 4.9275 0.37
H -2.8897 2.5259 5.6937 0.54
H -4.3880 1.5816 3.1987 0.06
H -4.6418 1.1666 4.9074 0.54
H -3.1177 0.7356 4.1728 -0.11
C 6.2684 2.0488 -6.3914 -1.21
C 4.7287 1.8451 -6.4934 -0.24
N 4.2329 0.6907 -5.7266 0.60
C 4.4186 0.8656 -4.2796 -1.30
C 3.5987 -0.0911 -3.4151 0.39
C 4.6960 -0.5942 -6.2690 -0.33
C 4.1450 -0.7547 -7.7207 -1.32
H 6.6326 2.1039 -5.3656 0.22
H 6.5778 3.0073 -6.8081 0.50
H 6.8773 1.3624 -6.9798 0.29
H 4.2819 2.7959 -6.2030 -0.04
H 4.4220 1.7888 -7.5378 0.52
H 5.4474 0.6684 -3.9783 0.13
H 4.1979 1.9058 -4.0399 0.40
H 3.8438 -1.1448 -3.5480 0.38
H 3.8104 0.1221 -2.3673 -0.25
H 2.5162 -0.0691 -3.5402 -0.28
H 4.4392 -1.3615 -5.5387 0.03
H 5.7818 -0.6476 -6.1903 0.57
H 4.3492 -1.7190 -8.1861 0.42
H 4.5330 -0.0304 -8.4369 0.34
H 3.0625 -0.6442 -7.6571 0.21
C 1.5822 -2.1748 -0.5958 -0.75
C 0.3794 -2.0079 0.3258 2.23
N -0.3027 -0.7386 0.1307 1.55
C 0.4564 0.3980 0.6649 1.33
C -0.1994 1.7076 0.3593 0.60
C -1.7250 -0.8396 0.5912 0.64
C -1.8557 -1.1358 2.0855 0.17
H 2.3533 -1.4341 -0.3840 -0.36
H 1.3596 -2.0186 -1.6513 -0.56
H 2.0522 -3.1548 -0.5129 0.36
H -0.3165 -2.8273 0.1456 -0.55
H 0.7364 -2.0864 1.3527 -0.89
H 0.4941 0.2018 1.7365 -0.97
H 1.4675 0.4084 0.2580 0.17
H -0.3434 1.9133 -0.7014 -0.45
H -1.1595 1.6971 0.8753 -0.29
H 0.3785 2.5454 0.7496 -0.63
H -2.1952 -1.6760 0.0741 -0.71
H -2.2926 0.0124 0.2170 -0.05
H -1.4245 -0.3914 2.7549 -0.90
H -1.3530 -2.0461 2.4123 -1.08
H -2.9127 -1.2127 2.3401 0.80
C 1.1028 -5.3832 2.9454 -0.33
C 0.4375 -5.9074 1.6411 -0.38
N -0.9611 -6.1534 1.8525 0.33
C -1.6954 -4.8717 2.0645 2.30
C -3.1100 -5.0923 2.5772 -1.97
C -1.4749 -6.8417 0.6454 0.19
C -1.0632 -8.3167 0.5939 -1.55
H 0.8305 -4.3471 3.1467 -0.55
H 2.1811 -5.4330 2.7939 0.47
H 0.7955 -5.9567 3.8199 -0.08
H 0.5534 -5.1272 0.8888 -0.07
H 0.9060 -6.8128 1.2554 0.49
H -1.6725 -4.2924 1.1415 -0.32
H -1.2485 -4.2519 2.8418 -1.13
H -3.1200 -5.7584 3.4400 0.43
H -3.8118 -5.6133 1.9258 0.53
H -3.5095 -4.1181 2.8590 0.19
H -2.5638 -6.8118 0.6850 0.46
H -1.3343 -6.3115 -0.2966 -0.13
H -1.6861 -8.8684 -0.1101 0.45
H -0.0116 -8.4658 0.3493 0.26
H -1.1350 -8.8653 1.5330 0.33
C -5.2581 1.9880 -1.0746 -0.04
C -5.5494 3.4608 -1.3786 -1.41
N -5.7095 3.7098 -2.7991 0.46
C -6.8919 2.9834 -3.3109 0.18
C -8.2521 3.5490 -2.7781 -1.49
C -4.5180 3.4069 -3.6135 1.09
C -4.4805 4.2001 -4.9427 -1.76
H -4.4968 1.5203 -1.6989 0.21
H -6.1973 1.4349 -1.0686 0.41
H -4.9007 2.0008 -0.0450 0.02
H -6.4116 3.8071 -0.8086 0.42
H -4.7664 4.0795 -0.9402 0.19
H -6.9225 3.1554 -4.3868 0.43
H -6.9235 1.9084 -3.1337 -0.13
H -9.0232 3.0337 -3.3508 0.46
H -8.3298 3.3478 -1.7096 0.30
H -8.3130 4.6263 -2.9324 0.32
H -4.4624 2.3377 -3.8180 0.08
H -3.6737 3.6247 -2.9595 -0.91
H -4.7370 5.2375 -4.7278 0.41
H -5.2445 3.7510 -5.5772 0.37
H -3.5068 4.2045 -5.4326 0.34
C 3.5142 -7.5066 0.2201 -1.47
C 3.0391 -7.2067 -1.2509 -0.49
N 3.1110 -5.7698 -1.6595 0.99
C 2.2023 -5.3940 -2.8037 -0.74
C 0.7240 -5.5929 -2.4690 -0.86
C 4.5148 -5.4437 -1.9716 -0.69
C 4.7645 -3.9367 -2.1745 -0.93
H 4.6003 -7.4528 0.2955 0.43
H 3.0996 -8.4522 0.5694 0.42
H 3.1676 -6.6848 0.8466 0.26
H 3.6819 -7.8016 -1.8997 0.38
H 2.0132 -7.5645 -1.3373 0.27
H 2.2965 -4.3641 -3.1479 0.04
H 2.4240 -6.0482 -3.6470 0.38
H 0.1115 -5.0454 -3.1854 0.35
H 0.4935 -6.6562 -2.5351 0.59
H 0.4780 -5.1931 -1.4852 -0.16
H 4.8737 -5.9007 -2.8937 0.38
H 5.1059 -5.6990 -1.0920 0.25
H 5.7723 -3.6721 -2.4946 0.56
H 4.5746 -3.3951 -1.2478 0.02
H 4.2049 -3.6063 -3.0496 0.10
C 0.5378 6.4847 1.2070 0.15
C 0.6704 7.6280 2.2676 -1.51
N 1.3425 7.1892 3.4705 0.30
C 0.6273 6.2519 4.3771 0.68
C -0.6437 6.9277 4.8970 -1.62
C 2.7158 6.7714 3.2492 0.09
C 3.6513 7.9361 2.9099 -1.65
H -0.1759 6.6794 0.4065 0.41
H 0.1477 5.6110 1.7291 -0.17
H 1.4639 6.1865 0.7156 0.18
H 1.2196 8.4120 1.7462 0.43
H -0.2806 8.0877 2.5368 0.42
H 0.4015 5.3240 3.8516 -0.72
H 1.2151 5.9957 5.2585 0.56
H -0.3353 7.8019 5.4704 0.38
H -1.3930 7.1024 4.1250 0.23
H -1.1448 6.2835 5.6196 0.42
H 2.8524 5.9371 2.5611 -0.23
H 3.0994 6.3583 4.1821 0.53
H 4.6720 7.5707 3.0230 0.47
H 3.5817 8.7496 3.6320 0.35
H 3.5544 8.3284 1.8976 0.34
C -1.5126 6.8495 -4.8263 -0.89
C -0.4116 6.6903 -3.7216 -0.62
N 0.1067 5.3348 -3.5454 0.47
C -0.9288 4.4219 -3.0139 0.57
C -1.2843 4.7177 -1.5835 -0.21
C 0.8811 4.8234 -4.6933 0.23
C 2.1598 5.5894 -4.9787 -1.78
H -1.9086 7.8560 -4.6915 0.47
H -2.3557 6.1915 -4.6156 -0.01
H -1.2066 6.6484 -5.8529 0.27
H 0.3483 7.4136 -4.0175 0.52
H -0.8068 7.0797 -2.7834 0.34
H -0.5810 3.3911 -3.0819 -0.48
H -1.8114 4.4868 -3.6503 -0.23
H -0.4462 4.5836 -0.8996 -1.04
H -1.9927 3.9525 -1.2661 -0.09
H -1.7357 5.6965 -1.4215 1.02
H 1.1481 3.7839 -4.5031 0.05
H 0.2925 4.8403 -5.6106 0.27
H 2.6711 5.1538 -5.8371 0.37
H 2.0512 6.6426 -5.2376 0.46
H 2.6771 5.5865 -4.0193 0.31
C 1.2683 -4.0757 7.8916 -1.63
C 0.4861 -4.1991 6.5893 1.70
N -0.8512 -4.7019 6.8607 0.13
C -0.9296 -6.1016 7.3404 -0.69
C -0.1930 -7.1757 6.5314 -0.95
C -1.8045 -4.5074 5.7869 -0.58
C -2.0356 -3.0099 5.4187 -0.97
H 1.4413 -5.0017 8.4400 0.41
H 0.7018 -3.4473 8.5789 0.38
H 2.2109 -3.5656 7.6930 0.31
H 0.4416 -3.2160 6.1206 -0.83
H 0.9154 -4.8411 5.8202 -0.36
H -0.5646 -6.1343 8.3669 0.41
H -1.9755 -6.4040 7.3931 0.44
H -0.4617 -7.2251 5.4762 0.16
H 0.8791 -6.9913 6.4621 0.25
H -0.3118 -8.1506 7.0043 0.42
H -2.7584 -4.8753 6.1648 0.39
H -1.4830 -5.0435 4.8939 0.42
H -2.9986 -2.9155 4.9169 0.55
H -1.2983 -2.6110 4.7220 -0.40
H -2.0688 -2.4085 6.3272 0.52
```

Results
ΔE to the lowest compared entry with this formula, charge and spin: 2.736 eV
DFT total energy: -103415.482 eV
Strongest force on any atom: 2.14 eV/A
Gap between HOMO and LUMO: 8.633 eV

---

No. 2
Formula: C2F3N
Source: OMol25
Level of theory: wB97M-V/def2-TZVPD

```
6
Properties=species:S:1:pos:R:3:nbo_charge:R:1
C -0.9111 -1.3675 0.6288 0.65
C 0.6131 1.3503 -0.2870 0.64
N 0.0547 -1.1215 1.1778 -0.41
F -2.0657 -1.5697 0.1759 -0.23
F 0.4286 1.3529 -1.5756 -0.33
F 1.8804 1.3556 -0.1199 -0.31
```

Results
ΔE to the lowest compared entry with this formula, charge and spin: 3.319 eV
DFT total energy: -11712.534 eV
Strongest force on any atom: 1.44 eV/A
Gap between HOMO and LUMO: 11.162 eV

---

No. 3
Formula: C6H20NSi2
Source: OMol25
Level of theory: wB97M-V/def2-TZVPD

```
29
Properties=species:S:1:pos:R:3:nbo_charge:R:1
C 2.0577 -1.8266 -1.0933 -0.61
C 2.3558 0.4070 -0.1557 -0.57
C 1.7760 -1.5494 1.2963 -0.58
C -1.1194 1.9171 -0.7530 -0.43
C -1.1481 1.0315 1.4309 -0.47
C 1.4015 -0.8474 -0.0931 -0.59
N -1.5415 0.7266 0.0740 -0.96
Si -3.3480 0.4143 -0.1336 1.03
Si -0.4344 -0.7206 -0.3402 1.53
H 1.4876 -2.8230 -1.2641 0.22
H 2.1317 -1.2426 -1.9541 0.22
H 3.0686 -2.2192 -0.8341 0.25
H 1.9683 0.9464 -1.0992 0.19
H 3.3619 0.2174 -0.2864 0.24
H 2.1322 1.0525 0.6267 0.20
H 2.9028 -1.5887 1.5166 0.25
H 1.3094 -0.8749 2.0795 0.19
H 1.2868 -2.4398 1.2968 0.20
H -0.6996 2.6821 -0.1081 0.23
H -0.2758 1.6038 -1.5000 0.25
H -1.9552 2.3537 -1.2675 0.24
H -1.5683 0.2105 2.1791 0.25
H -0.1205 1.1159 1.6623 0.23
H -1.5275 2.1189 1.5843 0.24
H -3.6814 -0.1065 1.2169 -0.12
H -4.2559 1.5404 -0.3695 -0.12
H -3.1569 -0.1319 -1.5549 -0.09
H -1.3667 -0.2181 -2.5288 -0.15
H -1.0412 -1.7495 0.3721 -0.25
```

Results
ΔE to the lowest compared entry with this formula, charge and spin: 2.896 eV
DFT total energy: -23779.918 eV
Strongest force on any atom: 5.84 eV/A
Total charge: +1
Gap between HOMO and LUMO: 8.554 eV

---

The lowest DFT total energy belongs to which entry?
C78H195N13